Computed, not measured: C5H8N2 in the gas phase, with ωB97M-V with the def2-TZVPD basis set.

Each atom is followed by the atoms it is bonded to, with distances in Å.
Cartesian coordinates (Å):
1 C -0.50769 -0.70180 1.42565  C2 1.526, H8 1.094, H9 1.096, H10 1.095
2 C -0.13532 0.10982 0.18862  C1 1.526, C3 1.525, N4 1.493, C5 1.509
3 C 1.11335 0.95642 0.41256  C2 1.525, H11 1.096, H12 1.094, H13 1.097
4 N 0.04951 -0.86542 -0.92722  C2 1.493, C6 1.348, H14 1.012
5 C -1.34963 0.81714 -0.36166  C2 1.509, H15 1.114
6 C -0.14786 -0.56162 -2.22529  N4 1.348, N7 1.162
7 N -0.32098 -0.32420 -3.34980  C6 1.162
8 H -0.74540 -0.01742 2.24521  C1 1.094
9 H 0.30805 -1.35983 1.74676  C1 1.096
10 H -1.40835 -1.29007 1.22195  C1 1.095
11 H 1.91958 0.36042 0.85426  C3 1.096
12 H 1.47056 1.38915 -0.52697  C3 1.094
13 H 0.88166 1.77676 1.10291  C3 1.097
14 H -0.18356 -1.82252 -0.69494  N4 1.012
15 H -0.94393 1.53315 -1.11203  C5 1.114

Its highest occupied orbital energy (spin up / spin down) is -9.32 / -9.33 eV. The HOMO-LUMO gap (spin up / spin down) comes out at 8.44 / 8.45 eV. The multiplicity is 1. The value obtained for the energy above the lowest of the compared OMol25 structures with the same formula, charge and spin is 4.7854 eV. As for the molar mass: 96.133 g mol⁻¹. The strongest force on any atom is 1.13 eV/Å. The charge is 0. The calculation puts the electronic energy at -8290.2110 eV.